# C25H78B3F3N6O11SV2

C25H78B3F3N6O11SV2 as an isolated structure at a distorted geometry (ωB97M-V/def2-TZVPD, OMol25).

Total energy (eV): -131033.2264
2S+1: 3
HOMO (alpha / beta) (eV): -8.73 / -8.73
Net charge: 0

Last column: Löwdin charge in e.
Positions of all 129 atoms, in Å:
O 1.69151 5.30770 -3.26062  -0.22
V 1.74049 3.96961 -2.46059  0.88
O -2.78635 0.91806 -3.63206  -0.26
V -1.38759 0.80393 -2.81386  1.04
B 3.22835 2.96649 -3.78010  -0.36
H 3.56756 3.87304 -3.30330  -0.04
H 4.05676 2.41504 -4.19707  0.00
H 2.67570 2.40020 -3.04653  -0.04
H 2.57351 3.22621 -4.59739  -0.01
B -2.44356 2.20302 -0.97602  -0.37
H -3.43657 2.44454 -0.62985  -0.01
H -2.34378 2.59094 -1.97792  -0.03
H -1.77386 2.77875 -0.35612  -0.02
H -2.12486 1.17449 -0.90674  -0.04
B -0.08369 2.74236 -3.48719  -0.39
H 0.30529 1.84062 -3.04020  -0.03
H -0.97330 2.47995 -4.03854  0.01
H -0.32931 3.44044 -2.70196  -0.01
H 0.65658 3.25305 -4.08338  -0.01
C 0.55211 0.99278 1.45055  -0.49
F -0.22244 2.09379 1.65087  0.10
F 1.63887 0.95863 2.29176  0.11
F -0.26607 -0.06160 1.70105  0.10
S 1.21285 0.85513 -0.42453  0.68
O 2.38658 -0.03657 -0.37546  -0.29
O 0.11062 0.33092 -1.29669  -0.41
O 1.50162 2.25126 -0.83694  -0.36
C 0.58313 5.92699 1.44063  -0.02
C 1.28247 5.50009 0.10935  -0.41
C 2.59005 4.79935 0.40615  -0.16
O 3.28962 4.59378 -0.84010  -0.24
C 4.59675 4.23453 -0.53263  -0.07
N 0.47606 4.75619 -0.78312  0.03
H 0.38838 5.07239 2.08857  0.08
H -0.36071 6.43176 1.23454  0.08
H 1.08520 6.64627 2.08766  0.08
H 1.41215 6.40808 -0.47956  0.15
H 2.38801 3.81812 0.83563  0.12
H 3.11662 5.34216 1.19113  0.14
H 5.03853 4.27279 -1.52835  0.11
H 4.54789 3.25736 -0.05217  0.11
H 5.18113 4.96210 0.03060  0.10
H 0.16894 3.93611 -0.27987  0.07
H -0.36913 5.30873 -0.76214  0.13
C -4.66780 -3.45497 3.46076  -0.05
C -4.34129 -2.14444 4.25292  -0.41
C -2.87667 -1.73697 4.03874  -0.22
O -1.99438 -2.83353 4.37451  -0.17
C -0.63717 -2.41164 4.12374  -0.10
N -5.24548 -1.10173 3.77391  0.06
H -4.33709 -3.40818 2.42319  0.06
H -5.73474 -3.66833 3.52573  0.07
H -4.12967 -4.29518 3.89958  0.07
H -4.37603 -2.43353 5.30331  0.14
H -2.85792 -0.88508 4.71846  0.12
H -2.69027 -1.30832 3.05404  0.09
H -0.48743 -2.39877 3.04416  0.06
H 0.10016 -3.03872 4.62496  0.09
H -0.44795 -1.41926 4.53300  0.08
H -5.18756 -0.20625 4.23745  0.06
H -4.84611 -0.80551 2.89478  0.04
C -3.12893 -1.82704 -0.28938  -0.02
C -2.01730 -2.16321 -1.27678  -0.39
C -1.88468 -3.65283 -1.52491  -0.21
O -1.12566 -3.89584 -2.67520  -0.19
C -1.11321 -5.28866 -3.00667  -0.08
N -2.24513 -1.40031 -2.52486  0.05
H -3.20733 -0.74116 -0.34255  0.06
H -2.92651 -2.08150 0.75100  0.08
H -4.10719 -2.10260 -0.68332  0.10
H -1.06069 -1.82567 -0.87793  0.12
H -2.88836 -4.02061 -1.73816  0.13
H -1.45783 -4.12259 -0.63878  0.12
H -2.07960 -5.77814 -2.88577  0.09
H -0.49475 -5.82878 -2.28982  0.08
H -0.80952 -5.55314 -4.01956  0.09
H -3.17869 -1.65959 -2.81007  0.11
H -1.68664 -1.97202 -3.14238  0.09
C -2.78584 2.40279 3.03362  -0.07
C -4.09315 2.11544 2.43504  -0.46
C -4.76981 3.38748 1.86719  -0.20
O -4.76946 4.31624 2.89716  -0.21
C -5.27750 5.61791 2.53502  -0.07
N -3.98727 1.14257 1.42452  0.06
H -2.80373 2.95803 3.97144  0.08
H -2.29501 3.22167 2.50767  0.08
H -2.12337 1.55154 3.19043  0.07
H -4.66746 1.78670 3.30118  0.12
H -5.77375 3.16486 1.50574  0.13
H -4.24089 3.92532 1.08038  0.12
H -6.01606 5.94636 3.26629  0.08
H -5.73730 5.65006 1.54727  0.09
H -4.40064 6.25674 2.64042  0.08
H -3.22418 0.55566 1.72999  0.04
H -3.57020 1.60892 0.63163  -0.01
C 3.65547 -1.35930 2.33344  -0.04
C 3.60234 -2.80804 1.70108  -0.40
C 2.33239 -3.23148 0.89757  -0.21
O 2.31649 -4.62787 0.73486  -0.17
C 1.26689 -5.13408 -0.07625  -0.09
N 4.74722 -2.90812 0.87511  0.04
H 3.59149 -0.56475 1.59002  0.04
H 4.59390 -1.24461 2.87592  0.08
H 2.78821 -1.20671 2.97585  0.06
H 3.66139 -3.53076 2.51489  0.14
H 2.21143 -2.68319 -0.03670  0.10
H 1.51814 -2.93308 1.55792  0.11
H 0.48530 -4.40725 -0.29745  0.07
H 1.03194 -6.15197 0.23489  0.10
H 1.71432 -5.42356 -1.02710  0.05
H 4.78411 -3.78688 0.37860  0.07
H 4.57470 -2.33195 0.06372  0.04
C 5.11216 -1.44690 -2.73030  -0.03
C 3.84696 -2.13832 -3.27017  -0.40
C 3.52682 -3.54679 -2.74999  -0.26
O 4.50868 -4.42419 -3.04973  -0.16
C 4.05845 -5.80546 -2.89378  -0.07
N 2.73039 -1.27711 -2.92020  0.05
H 6.02524 -1.95211 -3.04516  0.08
H 5.05756 -1.47728 -1.64209  0.06
H 5.11964 -0.41833 -3.09098  0.08
H 3.93671 -2.11535 -4.35622  0.14
H 2.59833 -3.93739 -3.16646  0.13
H 3.58075 -3.47049 -1.66401  0.10
H 4.93751 -6.44403 -2.80669  0.08
H 3.60963 -6.23567 -3.78909  0.09
H 3.52040 -6.02193 -1.97089  0.07
H 2.74478 -1.05384 -1.93528  0.01
H 1.77313 -1.52495 -3.12592  0.06

Forces on the atoms, in the same order (eV/Å):
-0.316 -0.488 1.030
0.124 1.361 -0.927
3.621 -0.446 1.266
-4.841 1.435 -0.442
0.408 -0.107 -0.756
1.738 3.590 1.780
2.910 -2.072 -0.914
-2.052 -2.857 2.996
-2.272 0.989 -2.867
0.231 0.457 -0.413
-3.606 0.316 0.383
0.398 1.545 -3.975
2.903 1.936 2.224
0.953 -4.519 0.463
-0.232 0.064 0.301
2.016 -3.538 1.663
-3.325 -0.308 -2.353
-1.409 2.181 3.141
2.461 1.003 -2.769
-0.453 -0.301 -0.285
1.872 -1.026 -0.303
-2.024 0.397 -1.341
1.164 0.655 -0.186
1.355 0.155 -1.478
-2.458 1.699 0.770
0.594 -0.314 1.292
-0.151 -1.345 1.301
-0.257 -0.330 -0.225
1.282 2.240 1.768
-1.140 -0.048 -0.387
-1.934 1.369 1.491
1.219 -0.578 -1.701
-1.134 -1.371 0.349
-0.183 -0.237 -0.126
-0.230 -0.258 -0.203
0.684 -0.015 -0.446
0.935 0.389 0.372
-0.111 -0.234 0.052
0.619 0.301 -0.569
0.594 -0.938 0.173
0.663 -0.123 -0.094
-0.586 0.208 0.478
-0.214 -0.817 -0.091
-0.575 -0.039 -1.318
0.276 0.354 0.746
0.610 -1.720 -1.547
-0.745 -0.666 0.969
0.346 1.660 -0.196
-0.556 -0.046 0.216
0.226 0.206 0.062
-0.203 0.246 -0.147
0.024 0.099 -0.170
0.039 0.025 0.077
-0.694 0.568 0.173
1.152 0.207 0.413
0.106 -0.401 -0.492
0.316 0.020 -0.065
-0.386 -0.501 -0.172
-0.196 0.294 -0.089
-0.003 -0.080 1.039
-0.332 -0.242 -0.900
0.299 1.166 -0.678
0.467 0.220 1.153
-0.932 0.286 -0.300
0.574 -0.653 -0.981
-0.113 -0.573 0.703
1.257 -0.537 0.569
0.107 0.209 0.410
-0.233 -0.404 -0.207
-0.062 -0.728 0.371
0.044 0.201 0.064
-0.316 -0.436 0.377
-0.180 -0.203 0.086
-0.535 0.455 0.019
0.439 0.036 -0.042
0.342 0.850 0.018
-0.587 0.784 -0.305
0.434 0.033 -0.965
2.040 2.373 1.201
-1.159 1.467 0.754
0.341 -0.188 0.278
-1.227 1.159 1.203
0.751 -0.741 0.808
-0.027 -1.488 -0.671
-0.690 -0.494 0.610
0.583 -0.472 -0.934
-0.137 -0.078 -0.262
-0.913 -0.263 -0.278
-0.229 -0.188 -0.012
0.496 -0.920 -0.771
-0.061 -0.164 0.044
0.231 -0.060 -0.103
-0.220 0.504 -0.473
0.044 -0.679 -0.100
-0.260 -0.137 -0.343
-0.957 -1.062 -0.593
-0.894 0.622 -0.014
-0.235 1.095 1.698
0.044 -0.151 0.094
1.634 -0.526 -0.884
1.566 -0.328 -1.373
0.181 -0.271 -0.229
-0.162 -0.166 0.070
0.134 -0.043 0.342
0.132 -0.056 0.123
0.260 0.009 -0.243
-0.732 -0.005 -0.035
-0.222 -0.322 0.513
-0.920 0.418 0.924
0.034 0.616 -0.661
0.097 -0.824 0.499
0.177 0.882 0.044
-0.505 -0.839 -0.021
-0.727 0.272 -0.534
0.296 1.581 0.373
1.474 -3.736 -0.949
1.825 0.179 -0.160
-0.170 0.994 0.480
-0.071 -0.066 0.020
0.237 0.308 0.099
-0.017 -0.040 0.143
-0.062 -0.421 -0.191
-0.611 0.502 0.291
-1.186 0.178 0.457
0.447 0.348 0.114
-0.770 0.598 -0.061
-0.446 0.522 -0.099
0.116 0.096 -0.089
0.241 -0.704 -0.437

---

# C25H78N12O13

A 13-piece molecular cluster, C25H78N12O13 overall at a distorted geometry (ωB97M-V/def2-TZVPD, OMol25).

Total energy (eV): -71691.8810
ΔE to the lowest compared entry with this formula, charge and spin (kcal per mole): 0.0
HOMO (eV): -9.24
Net charge: 0

Last column: Löwdin charge in e.
Positions of all 128 atoms, in Å:
C -8.54760 -0.60301 2.07027  -0.06
C -7.81553 -1.87035 1.67219  -0.45
C -6.32111 -1.67434 1.46926  -0.21
O -6.09402 -0.88600 0.31488  -0.19
C -4.73105 -0.62222 0.04958  -0.09
N -7.97279 -2.88327 2.72345  0.03
H -8.56915 0.09162 1.23081  0.08
H -8.10832 -0.13185 2.94797  0.08
H -9.58546 -0.84922 2.30887  0.07
H -8.17463 -2.24903 0.70838  0.14
H -5.95445 -2.68213 1.21221  0.11
H -5.75224 -1.26105 2.30711  0.13
H -4.65596 -0.47918 -1.02466  0.07
H -4.18538 -1.50350 0.39173  0.07
H -4.37036 0.31062 0.49499  0.07
H -8.95075 -3.15775 2.76105  0.07
H -7.48075 -3.73212 2.45236  0.07
C 0.17201 -1.54608 -1.19992  -0.03
C 0.19947 -0.60937 0.01050  -0.37
C 0.68747 0.75196 -0.47977  -0.21
O 2.04446 0.65766 -0.86776  -0.20
C 2.65953 1.92567 -1.03746  -0.07
N -1.22659 -0.45356 0.39974  0.05
H 1.06772 -1.65053 -1.80419  0.06
H -0.65308 -1.29640 -1.86643  0.09
H -0.01814 -2.53637 -0.77760  0.05
H 0.85507 -0.95180 0.81038  0.14
H 0.57195 1.52806 0.28740  0.11
H 0.09168 1.08968 -1.33346  0.12
H 3.07572 2.39252 -0.14834  0.08
H 1.88350 2.57443 -1.47342  0.08
H 3.35014 1.86807 -1.87835  0.08
H -1.63664 0.07406 -0.36998  0.05
H -1.21659 0.24348 1.14875  0.04
C 4.76791 -3.04741 -3.25800  -0.08
C 3.68282 -2.05350 -2.86687  -0.32
O 3.62974 -2.02032 -1.43723  -0.11
H 4.64311 -3.24717 -4.32539  0.08
H 4.66639 -3.99567 -2.73651  0.05
H 5.75429 -2.62738 -3.06799  0.07
H 2.71474 -2.40509 -3.26602  0.10
H 3.79431 -1.06048 -3.31967  0.11
H 3.00259 -1.30985 -1.20008  0.05
C 2.57258 -0.29554 3.70735  -0.08
C 2.60687 0.98768 2.86301  -0.30
O 1.64530 1.92850 3.34735  -0.11
H 3.48083 -0.84266 3.39945  0.07
H 1.76575 -0.98802 3.44901  0.06
H 2.61562 -0.18517 4.78605  0.07
H 2.38473 0.78506 1.80971  0.09
H 3.62635 1.35958 2.99012  0.09
H 0.77010 1.74571 2.96185  0.02
C -2.78901 -3.47738 -1.06173  -0.10
C -3.44466 -4.73389 -0.51375  -0.31
O -3.67399 -5.69267 -1.54055  -0.08
H -1.89280 -3.78638 -1.60182  0.07
H -2.56487 -2.76154 -0.27117  0.04
H -3.43407 -2.95308 -1.77369  0.08
H -4.35714 -4.43424 0.02154  0.10
H -2.82757 -5.22844 0.23582  0.11
H -4.41239 -5.37764 -2.07276  0.08
C -4.03901 3.14054 -2.15979  -0.08
C -3.42816 1.75744 -2.39572  -0.29
O -2.34447 1.58610 -1.49996  -0.12
H -3.34917 3.98374 -2.10695  0.07
H -4.52488 3.12530 -1.17617  0.07
H -4.83891 3.41206 -2.85527  0.07
H -3.09062 1.67848 -3.43842  0.11
H -4.19850 1.01918 -2.20115  0.08
H -1.68864 2.30670 -1.54320  0.05
C 4.24048 5.36220 0.58373  -0.08
C 4.72080 4.44635 1.68691  -0.33
O 6.13276 4.25616 1.67209  -0.09
H 4.70443 6.34090 0.72507  0.08
H 3.16369 5.51872 0.63518  0.04
H 4.54224 4.96795 -0.38454  0.06
H 4.14776 3.50730 1.71342  0.08
H 4.56580 4.90158 2.67036  0.11
H 6.32905 3.76190 0.85898  0.03
C 2.80210 -6.51624 -2.14050  -0.08
C 1.73604 -5.47544 -1.81247  -0.31
O 0.70067 -6.03978 -1.00452  -0.09
H 2.62191 -7.08354 -3.04905  0.07
H 2.99047 -7.24233 -1.34220  0.08
H 3.77852 -6.01951 -2.09467  0.05
H 1.29097 -5.08982 -2.73431  0.11
H 2.16925 -4.62627 -1.28625  0.10
H 0.04123 -6.44086 -1.57762  0.08
C -0.93064 -3.52911 2.77718  -0.67
O -1.01601 -4.19597 3.80259  0.01
N -0.16106 -3.91646 1.69983  0.17
N -1.44907 -2.26500 2.62109  0.15
H -0.20805 -3.36241 0.87244  0.04
H 0.41617 -4.72886 1.78582  0.10
H -2.14293 -1.91211 3.25060  0.09
H -1.32788 -1.78975 1.71682  0.03
C 0.03079 4.33338 0.01179  -0.67
O -0.66359 3.83995 -0.85080  0.02
N -0.03982 3.95790 1.31652  0.19
N 0.97405 5.28652 -0.24492  0.16
H 0.48901 4.46309 2.00075  0.10
H -0.52945 3.13187 1.63038  0.06
H 1.07692 5.52429 -1.21773  0.08
H 1.22693 5.95464 0.45445  0.09
C 6.53575 1.14842 -0.22378  -0.61
O 6.85708 2.32704 -0.39083  0.01
N 5.62006 0.76860 0.74722  0.18
N 7.00556 0.10968 -1.00190  0.16
H 5.39722 -0.19557 0.86315  0.09
H 5.09745 1.48575 1.21317  0.06
H 6.69213 -0.83106 -0.94365  0.08
H 7.74513 0.30672 -1.65090  0.10
C 2.74801 4.79627 -3.44147  -0.61
O 3.02988 5.40535 -2.39293  0.00
N 1.66754 5.15101 -4.22237  0.15
N 3.54145 3.78876 -3.99056  0.15
H 1.03951 5.85199 -3.88435  0.10
H 1.54084 4.75380 -5.12925  0.09
H 4.39730 3.54745 -3.53343  0.10
H 3.15685 3.29873 -4.76942  0.09
C -2.07159 1.58067 3.35615  -0.57
O -1.01328 1.51418 2.69468  -0.05
N -3.27419 1.68055 2.68863  0.18
N -2.15726 1.59050 4.72228  0.19
H -4.19372 1.77342 3.07065  0.10
H -3.21740 1.64489 1.68390  0.08
H -3.07734 1.61648 5.10826  0.10
H -1.35380 1.39389 5.28841  0.12

Forces on the atoms, in the same order (eV/Å):
-0.363 -0.184 -0.367
0.453 0.099 0.424
0.288 -0.422 -1.050
-0.653 0.735 -0.030
-0.630 -0.476 -0.013
-0.154 -0.209 -0.120
0.113 0.116 0.095
0.123 -0.030 0.006
-0.004 0.065 0.035
-0.183 0.254 -0.087
0.406 0.019 0.471
-0.337 -0.124 0.339
0.207 -0.316 -0.051
0.622 0.355 -0.182
-0.035 -0.188 0.353
0.054 0.109 0.165
0.046 0.108 0.095
0.063 -1.066 0.763
-0.500 1.158 -1.971
0.347 0.221 0.420
0.739 -0.343 0.382
-1.232 0.321 -1.598
0.889 0.445 0.495
0.239 0.336 0.180
-0.063 0.116 0.084
-0.144 -0.143 -0.544
-0.235 -0.217 0.194
0.048 -0.133 0.169
-0.068 -0.149 -0.080
0.062 -0.230 0.197
0.120 0.354 0.452
0.578 -0.282 0.473
-0.339 -0.261 -0.128
-0.132 -0.211 0.120
-0.358 0.622 -0.525
-0.522 -0.808 0.288
-0.283 0.775 -0.296
0.332 -0.038 -0.004
-0.113 0.084 0.174
0.090 -0.103 -0.040
0.123 -0.118 0.157
0.478 -0.015 0.244
0.371 -0.156 0.118
0.697 -0.956 -1.334
-1.092 -0.474 1.197
0.463 0.386 -0.196
-0.115 -0.073 0.312
-0.267 0.332 0.098
-0.050 0.492 0.007
0.392 -0.181 -0.001
-0.252 0.647 -0.193
0.349 -0.190 0.265
0.050 -0.339 -0.149
-0.111 0.458 0.238
-0.312 0.068 0.132
0.151 0.256 0.122
0.279 -0.093 0.015
-0.115 -0.145 0.005
-0.186 -0.308 -0.208
0.221 0.062 -0.131
0.092 -0.069 -0.041
-0.921 0.130 0.579
0.425 1.817 -0.378
0.036 -0.813 0.193
0.393 -0.317 -0.283
0.066 -0.011 -0.019
0.165 -0.231 -0.194
-0.046 -0.216 0.124
0.246 -0.254 0.015
-0.447 0.189 0.039
0.348 0.233 0.412
0.333 0.466 0.965
-0.533 -0.393 -0.521
0.122 -0.038 -0.146
0.185 -0.304 -0.211
-0.289 0.087 -0.133
0.177 -0.143 -0.196
-0.358 0.027 -0.097
0.378 -0.081 0.074
0.959 0.233 0.837
-0.291 -0.793 -0.175
-0.085 0.368 0.169
0.151 0.194 -0.186
-0.813 0.030 0.156
-0.023 0.031 -0.960
0.132 0.119 -0.051
-0.062 -0.063 0.223
0.006 -0.013 0.041
0.743 0.115 0.728
-0.268 0.251 -0.557
-0.670 0.270 0.692
0.238 -0.227 -0.737
0.296 -0.211 -0.379
-0.051 -0.149 -0.224
-0.041 -0.235 0.184
-0.494 -0.089 0.574
0.466 0.393 1.348
-0.495 -0.819 -1.308
-0.108 0.266 0.231
-0.665 -0.220 -0.466
0.271 -0.221 0.140
-0.162 0.138 -0.238
0.264 0.277 0.147
0.149 0.096 0.013
-0.819 0.065 0.342
-0.084 -0.940 -0.098
1.075 0.329 -0.998
0.312 1.047 0.128
-0.340 -0.249 0.136
0.029 0.015 0.118
-0.350 -0.384 0.246
-0.025 0.156 0.048
1.013 0.972 0.578
-0.595 -1.253 -1.642
0.619 -0.567 0.546
-1.353 1.399 0.638
-0.026 0.091 0.001
-0.211 0.019 -0.183
0.088 -0.171 0.013
0.400 -0.470 -0.162
-0.238 0.174 -0.351
-1.083 0.024 0.939
0.927 -0.118 -0.231
0.114 0.039 -1.376
0.025 -0.039 0.458
0.101 0.108 0.016
-0.047 -0.093 0.479
0.103 0.011 -0.010